1.
{
  "formula": "C24H32CsN4SSi",
  "method": "the ωB97M-V functional and the def2-TZVPD basis",
  "homo_lumo_gap_ev": 5.7,
  "e_above_lowest_kj_mol": 0.0,
  "total_charge": -1,
  "homo_ev": -3.58,
  "species": ["Cs", "C", "N", "C", "C", "C", "C", "C", "C", "C", "N", "C", "C", "C", "C", "C", "C", "N", "C", "C", "H", "H", "H", "H", "H", "H", "H", "H", "H", "H", "H", "H", "H", "H", "H", "H", "H", "H", "H", "H", "C", "Si", "C", "C", "C", "C", "C", "C", "N", "C", "S", "H", "H", "H", "H", "H", "H", "H", "H", "H", "H", "H", "H"],
  "coordinates": [[0.015, -0.027, 0.264], [2.304, -2.658, 1.061], [2.567, -1.264, 1.363], [3.490, -0.667, 0.422], [2.852, -1.004, 2.751], [4.162, -1.056, 3.204], [4.504, -0.745, 4.514], [3.481, -0.368, 5.377], [2.168, -0.331, 4.949], [1.778, -0.666, 3.627], [0.505, -0.577, 3.148], [-0.563, -0.729, 3.985], [-0.563, -1.545, 5.144], [-1.682, -1.730, 5.933], [-2.886, -1.109, 5.619], [-2.930, -0.324, 4.475], [-1.822, -0.143, 3.660], [-1.950, 0.618, 2.444], [-3.146, 0.350, 1.670], [-1.710, 2.041, 2.598], [3.198, -3.288, 1.193], [1.977, -2.756, 0.018], [1.517, -3.033, 1.716], [4.462, -1.179, 0.338], [3.679, 0.369, 0.706], [3.045, -0.672, -0.580], [4.941, -1.336, 2.504], [5.534, -0.784, 4.843], [3.709, -0.087, 6.399], [1.400, -0.009, 5.641], [0.352, -2.063, 5.402], [-1.614, -2.378, 6.800], [-3.766, -1.243, 6.235], [-3.861, 0.156, 4.195], [-4.068, 0.797, 2.074], [-3.297, -0.728, 1.599], [-3.022, 0.747, 0.656], [-2.485, 2.530, 3.211], [-1.709, 2.523, 1.614], [-0.742, 2.201, 3.075], [-1.940, 3.252, -5.357], [-1.723, 1.443, -5.787], [-3.335, 0.507, -5.622], [-1.295, 1.401, -7.628], [-0.295, 0.631, -4.881], [0.802, 0.152, -5.577], [1.863, -0.457, -4.912], [1.765, -0.562, -3.539], [0.734, -0.118, -2.823], [-0.299, 0.482, -3.460], [-1.636, 1.063, -2.525], [-2.732, 3.688, -5.974], [-1.019, 3.807, -5.550], [-2.201, 3.366, -4.307], [-4.102, 0.972, -6.249], [-3.671, 0.504, -4.587], [-3.213, -0.528, -5.951], [-2.103, 1.863, -8.202], [-1.174, 0.379, -7.997], [-0.378, 1.952, -7.850], [0.840, 0.249, -6.657], [2.728, -0.838, -5.438], [2.565, -1.036, -2.975]]
}


2.
{
  "formula": "C24H32F3NO23S4",
  "method": "the ωB97M-V functional and the def2-TZVPD basis",
  "homo_lumo_gap_ev": 8.5,
  "homo_ev": -9.54,
  "species": ["C", "C", "O", "C", "C", "C", "C", "O", "C", "C", "O", "C", "O", "C", "C", "O", "C", "F", "F", "F", "C", "C", "C", "O", "N", "C", "O", "H", "H", "H", "H", "H", "H", "H", "H", "H", "H", "H", "H", "H", "H", "H", "H", "O", "S", "O", "O", "C", "C", "O", "H", "H", "H", "H", "O", "S", "O", "O", "C", "C", "O", "H", "H", "H", "H", "O", "S", "O", "O", "C", "C", "O", "H", "H", "H", "H", "O", "S", "O", "O", "C", "C", "O", "H", "H", "H", "H"],
  "coordinates": [[-1.642, 1.067, -1.622], [-1.002, -0.042, -2.525], [-0.295, -1.094, -1.812], [-0.818, -1.357, -0.563], [-2.022, -2.200, -0.378], [-2.644, -2.814, -1.657], [-4.194, -2.577, -1.813], [-4.655, -2.745, -3.175], [-4.085, -3.853, -3.791], [-2.958, -3.673, -4.882], [-4.426, -4.985, -3.575], [-2.525, -2.420, 0.979], [-3.641, -3.210, 1.155], [-1.855, -1.797, 2.143], [-2.332, -1.992, 3.623], [-3.750, -2.203, 3.742], [-4.268, -1.621, 4.874], [-4.554, -0.319, 4.619], [-3.461, -1.758, 5.979], [-5.422, -2.290, 5.178], [-0.678, -0.993, 1.936], [-0.141, -0.777, 0.587], [1.138, 0.092, 0.687], [1.874, 0.423, -0.198], [1.209, 0.369, 2.079], [0.250, -0.243, 2.923], [0.232, -0.118, 4.121], [-1.936, 1.984, -2.206], [-0.909, 1.420, -0.847], [-2.564, 0.742, -1.073], [-0.226, 0.473, -3.155], [-1.817, -0.476, -3.158], [-2.154, -2.397, -2.574], [-2.420, -3.914, -1.643], [-4.388, -1.503, -1.549], [-4.764, -3.221, -1.100], [-2.286, -4.566, -4.858], [-3.396, -3.648, -5.918], [-2.335, -2.759, -4.702], [-3.549, -3.780, 1.938], [-1.982, -1.075, 4.174], [-1.746, -2.858, 4.038], [1.643, 1.240, 2.382], [-1.954, 3.429, -5.106], [-2.046, 4.273, -3.964], [-2.711, 3.878, -2.769], [-2.639, 5.697, -4.438], [-1.714, 6.738, -4.106], [-0.349, 6.079, -4.133], [-0.563, 4.774, -3.580], [-1.959, 7.105, -3.106], [-1.790, 7.557, -4.819], [0.389, 6.626, -3.555], [0.008, 5.958, -5.152], [2.640, -4.179, 0.865], [3.982, -3.816, 0.560], [4.848, -4.650, -0.197], [4.720, -3.417, 1.941], [5.209, -2.076, 1.856], [4.269, -1.374, 0.895], [3.974, -2.347, -0.109], [6.227, -2.108, 1.461], [5.217, -1.611, 2.840], [4.715, -0.486, 0.450], [3.333, -1.101, 1.386], [2.508, 7.593, -2.891], [2.895, 6.641, -3.877], [2.093, 6.337, -5.015], [3.265, 5.262, -3.126], [4.613, 4.893, -3.430], [5.332, 6.202, -3.690], [4.380, 7.008, -4.389], [4.602, 4.263, -4.322], [5.052, 4.339, -2.602], [6.234, 6.071, -4.283], [5.583, 6.710, -2.755], [2.065, -4.254, 8.691], [2.113, -3.110, 7.846], [3.130, -2.123, 7.949], [0.673, -2.381, 7.902], [0.118, -2.310, 6.586], [0.692, -3.504, 5.847], [2.039, -3.607, 6.309], [0.440, -1.372, 6.130], [-0.970, -2.335, 6.630], [0.664, -3.377, 4.766], [0.169, -4.426, 6.118]]
}


3.
{
  "formula": "C24H32N2O5",
  "method": "the ωB97M-V functional and the def2-TZVPD basis",
  "homo_lumo_gap_ev": 8.8,
  "e_above_lowest_kj_mol": 155.4,
  "homo_ev": -8.16,
  "species": ["C", "O", "C", "C", "N", "C", "O", "C", "C", "C", "C", "C", "O", "C", "C", "C", "N", "C", "C", "C", "C", "C", "C", "C", "O", "C", "C", "O", "C", "C", "C", "H", "H", "H", "H", "H", "H", "H", "H", "H", "H", "H", "H", "H", "H", "H", "H", "H", "H", "H", "H", "H", "H", "H", "H", "H", "H", "H", "H", "H", "H", "H", "H"],
  "coordinates": [[-7.165, -2.371, -1.592], [-5.934, -1.818, -1.990], [-4.803, -2.589, -1.651], [-4.400, -2.435, -0.179], [-4.132, -1.049, 0.118], [-2.943, -0.617, 0.583], [-2.041, -1.391, 0.876], [-2.819, 0.858, 0.729], [-3.899, 1.639, 1.118], [-3.726, 3.005, 1.265], [-2.504, 3.584, 1.002], [-1.407, 2.809, 0.604], [-0.283, 3.526, 0.386], [0.910, 3.030, -0.214], [0.731, 2.440, -1.613], [2.132, 2.233, -2.215], [3.001, 1.401, -1.415], [2.736, -0.029, -1.509], [3.906, -0.789, -0.942], [5.173, -0.598, -1.465], [6.276, -1.234, -0.921], [6.109, -2.065, 0.171], [4.851, -2.271, 0.711], [3.739, -1.645, 0.157], [2.464, -1.813, 0.601], [2.241, -2.416, 1.855], [0.737, -2.367, 2.117], [0.316, -1.038, 2.278], [3.099, 1.890, -0.054], [1.743, 2.080, 0.647], [-1.574, 1.434, 0.489], [-7.289, -3.385, -1.989], [-7.937, -1.725, -2.006], [-7.272, -2.403, -0.502], [-4.975, -3.651, -1.878], [-3.998, -2.214, -2.288], [-3.488, -3.000, 0.024], [-5.198, -2.805, 0.475], [-4.801, -0.385, -0.243], [-4.854, 1.188, 1.343], [-4.553, 3.622, 1.583], [-2.359, 4.648, 1.103], [1.487, 3.961, -0.322], [0.153, 3.125, -2.237], [0.206, 1.486, -1.576], [2.619, 3.210, -2.315], [2.048, 1.795, -3.213], [2.628, -0.272, -2.571], [1.820, -0.340, -0.989], [5.286, 0.075, -2.301], [7.258, -1.077, -1.341], [6.961, -2.561, 0.613], [4.744, -2.920, 1.566], [2.771, -1.863, 2.641], [2.572, -3.464, 1.855], [0.221, -2.836, 1.272], [0.522, -2.949, 3.027], [-0.572, -0.975, 1.884], [3.619, 2.854, -0.093], [3.719, 1.195, 0.515], [1.896, 2.514, 1.636], [1.258, 1.114, 0.782], [-0.761, 0.782, 0.220]]
}


4.
{
  "formula": "C24H32N2S6V",
  "method": "the ωB97M-V functional and the def2-TZVPD basis",
  "homo_lumo_gap_ev": [7.1, 7.9],
  "e_above_lowest_kj_mol": 85.6,
  "spin_multiplicity": 4,
  "homo_ev": [-7.00, -7.78],
  "species": ["V", "C", "C", "S", "C", "C", "S", "C", "C", "S", "C", "C", "S", "H", "H", "H", "H", "H", "H", "H", "H", "H", "H", "H", "H", "H", "H", "H", "H", "S", "C", "N", "C", "C", "C", "C", "C", "C", "S", "H", "H", "H", "H", "C", "N", "C", "C", "C", "C", "C", "C", "C", "C", "H", "H", "H", "H", "H", "H", "H", "H", "H", "H", "H", "H"],
  "coordinates": [[-0.731, -1.691, -0.469], [3.263, -2.034, -0.601], [3.542, -2.830, 0.662], [3.082, -2.044, 2.217], [4.057, -0.521, 2.133], [3.215, 0.753, 2.240], [1.799, 0.852, 1.132], [2.455, 1.630, -0.350], [1.271, 1.942, -1.275], [-0.064, 0.717, -1.517], [0.550, -0.211, -2.942], [1.781, -1.081, -2.699], [1.615, -2.259, -1.317], [3.957, -2.350, -1.383], [3.420, -0.976, -0.409], [4.610, -3.063, 0.678], [3.023, -3.791, 0.652], [4.634, -0.518, 1.207], [4.782, -0.524, 2.950], [3.854, 1.631, 2.115], [2.792, 0.822, 3.244], [3.196, 1.021, -0.870], [2.935, 2.582, -0.109], [1.627, 2.163, -2.283], [0.767, 2.837, -0.916], [0.764, 0.491, -3.753], [-0.289, -0.828, -3.274], [2.639, -0.449, -2.473], [2.011, -1.627, -3.616], [-1.502, -3.342, -2.241], [-2.936, -2.834, -1.387], [-2.858, -1.902, -0.472], [-4.078, -1.666, 0.138], [-4.308, -0.755, 1.164], [-5.591, -0.649, 1.664], [-6.633, -1.435, 1.161], [-6.407, -2.350, 0.150], [-5.116, -2.461, -0.354], [-4.507, -3.518, -1.593], [-3.494, -0.168, 1.567], [-5.788, 0.050, 2.465], [-7.628, -1.334, 1.571], [-7.211, -2.963, -0.232], [-2.271, -4.705, 1.855], [-0.946, -4.979, 2.378], [-0.492, -6.280, 1.933], [0.006, -3.948, 1.977], [-0.336, -2.577, 2.509], [-0.363, -2.414, 3.892], [-0.655, -1.183, 4.453], [-0.930, -0.111, 3.609], [-0.900, -0.301, 2.237], [-0.596, -1.527, 1.620], [-2.964, -5.474, 2.199], [-2.283, -4.703, 0.750], [-2.625, -3.735, 2.202], [-1.189, -7.054, 2.257], [0.486, -6.503, 2.362], [-0.408, -6.339, 0.834], [0.082, -3.907, 0.865], [0.991, -4.262, 2.340], [-0.162, -3.266, 4.531], [-0.672, -1.058, 5.528], [-1.162, 0.862, 4.026], [-1.121, 0.568, 1.616]]
}


Please write out number 4 again, unchanged.
{
  "formula": "C24H32N2S6V",
  "method": "the ωB97M-V functional and the def2-TZVPD basis",
  "homo_lumo_gap_ev": [7.1, 7.9],
  "e_above_lowest_kj_mol": 85.6,
  "spin_multiplicity": 4,
  "homo_ev": [-7.00, -7.78],
  "species": ["V", "C", "C", "S", "C", "C", "S", "C", "C", "S", "C", "C", "S", "H", "H", "H", "H", "H", "H", "H", "H", "H", "H", "H", "H", "H", "H", "H", "H", "S", "C", "N", "C", "C", "C", "C", "C", "C", "S", "H", "H", "H", "H", "C", "N", "C", "C", "C", "C", "C", "C", "C", "C", "H", "H", "H", "H", "H", "H", "H", "H", "H", "H", "H", "H"],
  "coordinates": [[-0.731, -1.691, -0.469], [3.263, -2.034, -0.601], [3.542, -2.830, 0.662], [3.082, -2.044, 2.217], [4.057, -0.521, 2.133], [3.215, 0.753, 2.240], [1.799, 0.852, 1.132], [2.455, 1.630, -0.350], [1.271, 1.942, -1.275], [-0.064, 0.717, -1.517], [0.550, -0.211, -2.942], [1.781, -1.081, -2.699], [1.615, -2.259, -1.317], [3.957, -2.350, -1.383], [3.420, -0.976, -0.409], [4.610, -3.063, 0.678], [3.023, -3.791, 0.652], [4.634, -0.518, 1.207], [4.782, -0.524, 2.950], [3.854, 1.631, 2.115], [2.792, 0.822, 3.244], [3.196, 1.021, -0.870], [2.935, 2.582, -0.109], [1.627, 2.163, -2.283], [0.767, 2.837, -0.916], [0.764, 0.491, -3.753], [-0.289, -0.828, -3.274], [2.639, -0.449, -2.473], [2.011, -1.627, -3.616], [-1.502, -3.342, -2.241], [-2.936, -2.834, -1.387], [-2.858, -1.902, -0.472], [-4.078, -1.666, 0.138], [-4.308, -0.755, 1.164], [-5.591, -0.649, 1.664], [-6.633, -1.435, 1.161], [-6.407, -2.350, 0.150], [-5.116, -2.461, -0.354], [-4.507, -3.518, -1.593], [-3.494, -0.168, 1.567], [-5.788, 0.050, 2.465], [-7.628, -1.334, 1.571], [-7.211, -2.963, -0.232], [-2.271, -4.705, 1.855], [-0.946, -4.979, 2.378], [-0.492, -6.280, 1.933], [0.006, -3.948, 1.977], [-0.336, -2.577, 2.509], [-0.363, -2.414, 3.892], [-0.655, -1.183, 4.453], [-0.930, -0.111, 3.609], [-0.900, -0.301, 2.237], [-0.596, -1.527, 1.620], [-2.964, -5.474, 2.199], [-2.283, -4.703, 0.750], [-2.625, -3.735, 2.202], [-1.189, -7.054, 2.257], [0.486, -6.503, 2.362], [-0.408, -6.339, 0.834], [0.082, -3.907, 0.865], [0.991, -4.262, 2.340], [-0.162, -3.266, 4.531], [-0.672, -1.058, 5.528], [-1.162, 0.862, 4.026], [-1.121, 0.568, 1.616]]
}